5 unconnected molecules or ions with the total composition C2H16NO4 at a distorted geometry, computed with ωB97M-V with the def2-TZVPD basis set.

Cartesian coordinates (Å):
1 C 1.715018 -0.802260 0.777593
2 N 1.033202 0.483814 1.157316
3 C 1.518693 0.917024 2.529896
4 H 2.596367 -1.093942 1.320044
5 H 0.958449 -1.544898 1.022320
6 H 1.667556 -0.986521 -0.289452
7 H 0.016728 0.401307 1.179354
8 H 1.355361 1.232118 0.549571
9 H 1.754472 1.967905 2.621356
10 H 2.298038 0.276843 2.923276
11 H 0.657072 0.702251 3.166476
12 H -2.111355 0.021847 -3.593658
13 H -0.906003 0.868115 -3.083796
14 O -1.480079 0.704508 -3.826673
15 H 1.205535 -3.938113 -0.972825
16 H 0.334268 -3.316485 0.112758
17 O 0.991103 -3.091150 -0.558030
18 H -2.682564 -0.381108 1.509736
19 H -1.947809 0.627123 0.637257
20 O -1.795653 -0.064592 1.300177
21 H -0.616658 2.464324 -1.338095
22 H -2.092028 2.550415 -1.098718
23 O -1.365565 1.910080 -1.088234

Cartesian forces, eV/Å:
C -2.784 -1.270 -0.537
N 3.062 0.775 0.827
C -1.722 -0.700 1.070
H 0.501 0.717 -0.113
H 0.187 -0.061 0.634
H 0.853 0.645 -0.196
H -0.230 -0.200 -0.231
H -0.483 -0.130 -0.438
H 0.099 0.108 -0.411
H 0.347 0.098 -0.471
H 0.154 0.313 0.235
H 0.090 -0.068 0.257
H -0.143 -0.226 0.431
O -0.057 0.208 -0.829
H -0.027 0.183 -0.009
H 0.008 -0.139 -0.196
O -0.104 -0.519 -0.026
H 0.181 -0.134 0.190
H -0.031 -0.082 -0.110
O 0.031 0.409 -0.317
H 0.055 -0.042 -0.050
H -0.089 -0.255 -0.120
O 0.101 0.370 0.412

Its HOMO energy is -13.735 eV. For the total energy, the calculation gives -12006.801 eV. As for the total charge: +1. The value obtained for the max |F| is 0.063 Eh/bohr.